Record 1
DFT (ωB97M-V with the def2-TZVPD basis set) results for a cluster of 3 separate species, C23H47N4O3 in total.

Gap between HOMO and LUMO (alpha / beta) ... 0.1595 / 0.1594 Eh
Highest occupied orbital energy (alpha / beta) ... -1.92 / -1.92 eV

```
! RIJCOSX wB97M-V def2-TZVPD def2/J DEFGRID3
* xyz -1 3
O -1.1686 2.7673 0.5958
O 2.9320 -3.1474 1.9377
O -6.4603 -2.4061 -2.8747
N 2.4162 -3.9905 1.1293
N -0.6190 3.9148 0.5117
N -0.5095 -0.6939 -1.8818
N -3.7547 -0.5566 -1.7113
C 2.2711 -2.0601 -0.3783
C 1.2544 -4.1798 -1.1041
C 1.0657 2.8810 1.9502
C -2.2723 5.5283 1.3173
C 4.0349 -5.7994 0.8533
C 0.3821 4.1981 1.5971
C -3.3691 0.8116 -1.7115
C 4.1164 -5.4678 -0.6342
C 1.5686 -6.3560 1.0072
C 3.7794 -4.0027 -0.8974
C 2.4240 -3.5729 -0.3171
C -1.3460 -0.1627 -2.9720
C -2.0835 1.1007 -2.5661
C -0.8157 6.1320 -0.6715
C -5.4634 -2.0805 -2.2609
C 1.4624 5.1801 1.1457
C -2.5585 4.3868 -0.9015
C 2.6840 -5.4254 1.4816
C -5.1578 -0.7313 -1.6742
C -1.5538 5.0077 0.0636
C -1.3237 5.8975 2.4544
C 2.7615 -5.5264 3.0014
C -0.3981 4.7359 2.8053
H 1.8348 3.0785 2.7002
H 2.9029 -6.5751 3.2716
H 1.1098 6.2007 1.0360
H -2.0507 3.9603 -1.7667
H 4.5542 -3.3681 -0.4561
H -0.7386 0.0067 -3.8673
H 0.0094 5.7348 -1.2624
H 1.3248 -1.7530 0.0659
H 1.0167 -3.5110 -1.9309
H -3.1355 3.5913 -0.4388
H -1.3895 1.7294 -1.9934
H 2.2526 5.1841 1.8983
H -1.0086 -1.4644 -1.4531
H -3.2336 5.1743 -1.2442
H 0.3583 2.1570 2.3423
H -2.8810 6.3904 1.0276
H 3.7650 -3.7978 -1.9715
H 2.2422 -1.7576 -1.4248
H -5.6501 -0.7240 -0.6533
H 3.4543 -6.1226 -1.2074
H 1.4730 -5.1610 -1.5216
H -2.3479 1.6781 -3.4589
H 3.0784 -1.5409 0.1316
H -1.9110 6.1649 3.3359
H -0.4248 0.0116 -1.1585
H 3.5836 -4.9389 3.3992
H 1.5389 2.4457 1.0693
H 4.8171 -5.2514 1.3874
H -2.1153 -0.9028 -3.1951
H 1.7285 -7.3353 1.4615
H -0.9932 3.9133 3.2125
H -0.4287 6.9034 -0.0086
H 4.2104 -6.8662 1.0237
H 1.8370 -5.1691 3.4558
H 5.1285 -5.6729 -0.9912
H -5.7462 0.0191 -2.2504
H 0.3201 5.0311 3.5764
H -2.9581 4.7475 1.6582
H -0.7406 6.7871 2.1977
H -4.1732 1.4714 -2.1090
H 1.5411 -6.4930 -0.0686
H 0.3629 -4.2560 -0.4821
H -3.1577 1.2179 -0.6955
H 1.8970 4.8591 0.1982
H 0.5963 -5.9838 1.3312
H -4.6356 -2.8067 -2.1117
H -1.5163 6.6123 -1.3550
*
```

Record 2
DFT (ωB97M-V with the def2-TZVPD basis set) results for a cluster of 3 separate species, C23H48BClN4O5PS in total at a distorted geometry.

Gap between HOMO and LUMO ... 0.2604 Eh
Highest occupied orbital energy ... -5.02 eV

```
! RIJCOSX wB97M-V def2-TZVPD def2/J DEFGRID3
* xyz -1 1
Cl -4.5374 -0.9550 -3.4488
S -3.8159 -0.6720 -0.5685
P -3.5317 0.6379 -2.3106
O -8.4284 -0.5551 -4.1766
O -3.1389 2.4962 -0.0118
O 2.7790 -2.0299 1.3168
O -7.5615 -2.2881 -5.5202
O 6.2497 1.6033 4.8730
N 0.6978 -2.2130 -3.1526
N -2.9280 4.0961 -3.9837
N 5.6444 -0.4517 6.7817
N 3.5758 -2.5175 4.0290
C -1.9214 -0.4167 -2.6274
C 3.7900 -1.4920 0.4800
C 7.4651 2.2954 5.1010
C -5.2662 3.5785 -4.4134
C -1.0475 2.5017 -1.5605
C -3.2865 1.5954 -3.9372
C -3.7728 3.0762 -4.0655
C 5.4292 -3.2687 2.6344
C -7.7925 -1.0894 -5.3104
C -7.3801 -0.0495 -1.9011
C -0.8998 -0.8148 -1.5557
C 0.2778 -1.6747 -1.9182
C -0.2653 -1.8292 -4.1096
C 3.0213 -3.3619 1.7531
C -6.5028 1.1322 -2.5972
C 6.6142 -0.7154 5.7119
C -0.1413 2.4237 -0.2049
C -1.5248 -1.0216 -3.9831
C -5.1634 1.4959 -1.8253
C 8.0230 -0.6618 6.2963
C 3.9551 -3.4686 2.9751
C -7.9288 -1.1288 -2.9392
C 6.4089 0.2346 4.5134
B -2.5380 1.9547 -1.2415
H -6.4475 1.0429 -3.7240
H 2.6184 -2.7137 4.3148
H 8.1958 0.2348 6.8950
H 5.6815 -2.2218 2.4535
H -5.8404 2.7485 -4.9646
H 5.6887 0.5460 6.9897
H -5.3754 1.2006 -0.7337
H -5.8603 3.8636 -3.4911
H 6.0586 -3.6073 3.4621
H 4.5595 -1.0063 1.0847
H 0.9660 2.6279 -0.4356
H 8.1927 -1.5189 6.9531
H -8.8267 -1.6419 -2.4323
H -7.1876 2.0541 -2.4372
H 3.8524 -4.4822 3.3774
H -5.0991 2.6455 -1.7411
H 3.3723 -3.9852 0.9220
H 7.2899 3.3561 4.9063
H -1.0179 -0.4676 -0.4809
H -2.1675 -0.8375 -4.8997
H -3.7155 0.9982 -4.8225
H 4.7053 -0.5764 6.4074
H -2.6955 2.0572 0.7426
H -0.4952 1.9674 -2.3958
H 0.9726 -1.9560 -1.0464
H -3.9386 0.0649 0.5940
H -1.0864 3.6285 -1.8024
H -8.2399 0.3636 -1.2809
H -5.2570 4.4685 -5.1215
H -0.4758 3.3292 0.4216
H 7.2032 0.1186 3.7655
H 8.2669 1.9503 4.4423
H -6.6797 -0.5929 -1.1665
H -1.9720 3.7532 -3.8204
H 3.3332 -0.7243 -0.1485
H 6.4537 -1.7367 5.3510
H -7.1439 -1.9358 -3.0680
H 8.7775 -0.6955 5.5049
H 5.4744 -0.0473 4.0176
H 4.2364 -2.2500 -0.1694
H -0.0304 -2.2145 -5.1664
H 3.5110 -1.5965 3.5945
H 2.0418 -3.7558 2.0431
H -7.4900 -0.3395 -6.1247
H 7.7637 2.1988 6.1470
H -2.1510 1.6232 -4.1402
H -0.2891 1.4606 0.3733
H 5.7082 -3.8454 1.7481
*
```

Q: Which electronic energy values were calculated for the entries above? A: -1349.1477, -2724.8252, in a.u..